No. 1
DFT (the ωB97M-V functional and the def2-TZVPD basis) results for C6H9N as an isolated structure.

XYZ file:
```
16
Properties=species:S:1:pos:R:3:mulliken_charge:R:1
C 0.26151 1.67329 -1.12045 -0.8144
C 0.24262 -0.18765 -0.50346 0.0738
C -1.12904 -0.34585 0.15764 -0.8137
C -1.29039 -1.76397 0.49623 -0.5638
C -1.38461 -2.93556 0.75921 0.2423
C 1.29928 -0.19914 0.53486 -0.4014
N 1.02641 1.22729 0.46940 -0.5426
H -0.77202 1.49300 -1.41629 0.3165
H 0.92258 1.55453 -1.97739 0.2822
H 0.28447 2.71288 -0.76799 0.3665
H -1.92980 -0.04930 -0.53352 0.3146
H -1.23386 0.26018 1.07082 0.3060
H -1.49361 -3.97131 0.99368 0.4157
H 1.02292 -0.60619 1.51066 0.2247
H 2.29528 -0.52006 0.21744 0.2659
H 1.87823 1.65784 0.10916 0.3278
```

## Properties
Strongest force on any atom (eV Å⁻¹): 0.52
Relative energy (zero: lowest compared OMol25 entry of this formula, charge and spin) (kJ/mol): 756.7
Molecular weight (g mol⁻¹): 95.14
Charge: 0

No. 2
DFT (the ωB97M-V functional and the def2-TZVPD basis) results for one molecule with the formula C6H11N.

XYZ file:
```
18
Properties=species:S:1:pos:R:3:mulliken_charge:R:1
C 1.76814 1.22718 -2.00878 -1.3148
C 1.29035 -0.09004 -1.29597 -0.2741
N 0.35161 -1.67789 0.88313 -0.5609
C -0.47498 -0.60842 0.45912 0.8162
C 0.09650 0.22324 -0.45331 -0.4008
C -2.10747 0.98854 1.36915 -0.8004
C -1.60834 -0.25201 1.34135 -0.3161
H 1.05140 1.79595 -2.62828 0.3248
H 2.16805 1.87996 -1.16208 0.3015
H 2.60814 0.88926 -2.59109 0.3966
H 2.18170 -0.41781 -0.66447 0.1780
H 1.20572 -0.90827 -2.01701 0.3303
H 1.34448 -1.52162 0.79176 0.1989
H 0.12116 -2.03599 1.84488 0.2556
H -0.04534 1.31365 -0.37701 0.0766
H -3.10330 1.32168 1.65032 0.2389
H -1.57612 1.86862 1.08897 0.2375
H -2.11802 -1.17980 1.62732 0.3122
```

## Properties
Strongest force on any atom (eV Å⁻¹): 3.77
Relative energy (zero: lowest compared OMol25 entry of this formula, charge and spin) (kJ/mol): 229.7
Molecular weight (g mol⁻¹): 97.16
SMILES: C=C/C(N)=C/CC
Charge: 0

No. 3
DFT (the ωB97M-V functional and the def2-TZVPD basis) results for a 2-piece molecular cluster, C5H10O2 overall.

XYZ file:
```
17
Properties=species:S:1:pos:R:3:mulliken_charge:R:1
C 0.37251 -0.35330 -2.51534 -1.1643
C -0.41515 0.04270 -1.29855 -0.0596
C -0.18761 -0.45211 -0.08223 -0.2336
O 1.54538 1.46679 0.56986 -0.6729
C -1.04629 -0.16522 1.12048 -0.4799
C -0.29682 -0.14228 2.43618 0.0173
O -0.36153 0.76200 3.23429 -0.4597
H 0.48224 0.46443 -3.23386 0.3343
H 1.37290 -0.71083 -2.24958 0.2888
H -0.14650 -1.17281 -3.02447 0.3404
H 0.97026 1.34284 -0.20025 0.3828
H -1.24856 0.73477 -1.43683 0.3170
H 0.66770 -1.10949 0.08287 0.1905
H 0.96602 1.86268 1.23260 0.3225
H -1.77198 -0.98890 1.20140 0.3308
H -1.60869 0.77045 1.01382 0.2468
H 0.30061 -1.05339 2.65863 0.2987
```

## Properties
Strongest force on any atom (eV Å⁻¹): 0.54
Relative energy (zero: lowest compared OMol25 entry of this formula, charge and spin) (kJ/mol): 194.9
Molecular weight (g mol⁻¹): 102.13
SMILES: C/C=C/CC=O.O
Charge: 0

No. 4
DFT (the ωB97M-V functional and the def2-TZVPD basis) results for one molecule with the formula C11H19N3.

XYZ file:
```
33
Properties=species:S:1:pos:R:3:mulliken_charge:R:1
N 4.31520 -0.52586 1.81392 -0.6963
N 2.01635 -0.91422 2.27135 -0.6526
C 3.27520 -1.28383 2.35107 0.4081
C 4.07406 0.75657 1.45546 -0.4727
C 1.72987 0.28835 1.78736 0.3964
C 2.74707 1.20974 1.46223 1.0308
N 3.61227 -2.42451 2.77230 -0.2985
C 2.53193 2.55711 1.11633 -1.6584
C -2.41833 -0.23884 0.10997 -2.0360
C -1.64304 0.42888 -2.11435 -1.8176
C -2.07650 2.13793 -0.43671 -2.1286
C 0.23467 0.46402 1.30398 -0.8208
C 0.02681 0.65077 -0.16030 -1.2457
C -1.51066 0.73647 -0.68930 2.3477
H 4.78865 1.40926 0.91842 0.3677
H 2.98010 -3.03229 3.05598 0.1681
H 4.62390 -2.55888 2.78843 0.2665
H 3.05791 2.94112 0.18976 0.3228
H 2.94659 3.14576 1.89397 0.4285
H 1.48383 2.77081 1.00329 0.3263
H -1.99575 -1.16040 0.08356 0.5388
H -3.53055 -0.24384 -0.22942 0.3370
H -2.42305 -0.00156 1.14118 0.4763
H -0.90155 0.97486 -2.78404 0.3385
H -2.63776 0.65266 -2.49077 0.4260
H -1.40284 -0.66638 -2.32171 0.3820
H -1.57680 2.96714 -0.77194 0.4401
H -2.34940 2.26293 0.61008 0.4322
H -3.05607 2.13039 -0.82041 0.5691
H -0.12237 1.40946 1.76037 0.3356
H -0.32692 -0.38397 1.67726 0.4359
H 0.67122 1.31381 -0.67843 0.6904
H 0.31883 -0.31060 -0.60606 0.3623
```

## Properties
Strongest force on any atom (eV Å⁻¹): 7.24
Relative energy (zero: lowest compared OMol25 entry of this formula, charge and spin) (kJ/mol): 25.1
Molecular weight (g mol⁻¹): 193.29
SMILES: Cc1cnc(N)nc1CCC(C)(C)C
Charge: 0

No. 5
DFT (the ωB97M-V functional and the def2-TZVPD basis) results for a 2-piece molecular cluster, C7H11N2O2 overall.

XYZ file:
```
22
Properties=species:S:1:pos:R:3:mulliken_charge:R:1
C -2.49926 2.46617 1.11781 -1.0203
C -1.43869 1.52346 1.49471 0.3498
C -0.80624 0.62769 0.67105 -0.3749
C 0.13897 0.59102 2.66234 -0.2487
N -0.91617 1.39064 2.81734 -0.7271
N 0.28187 0.18042 1.39890 0.0512
H -3.40065 2.16878 1.60084 0.2728
H -2.50658 2.43289 0.02064 0.2485
H -0.95067 0.24362 -0.31942 0.4687
H 0.82764 0.29283 3.43514 0.4020
H 0.82534 -0.63194 1.12748 0.2754
H -2.08926 3.45109 1.40374 0.2633
C 0.57158 -1.23586 -2.73391 -0.3222
C 0.35258 0.24742 -2.72795 -0.9162
C 1.24883 -1.81952 -1.44523 0.4702
O 2.44721 -2.07035 -1.54573 -0.7061
O 0.56787 -1.92374 -0.34864 -0.8153
H -0.28807 -1.84141 -3.05155 0.3393
H 1.40103 -1.48409 -3.40560 0.2356
H -0.64446 0.42606 -3.08813 0.1917
H 1.13960 0.79807 -3.28846 0.3447
H 0.57515 0.62796 -1.66022 0.2175
```

## Properties
Strongest force on any atom (eV Å⁻¹): 2.62
Relative energy (zero: lowest compared OMol25 entry of this formula, charge and spin) (kJ/mol): 93.0
Molecular weight (g mol⁻¹): 155.18
Charge: -1

No. 6
DFT (the ωB97M-V functional and the def2-TZVPD basis) results for one molecule with the formula C5H9NO2.

XYZ file:
```
17
Properties=species:S:1:pos:R:3:mulliken_charge:R:1
C 1.22249 -1.30965 0.47947 -0.1509
C 0.07438 -0.69991 1.23484 -1.1915
C -1.54816 1.30503 -0.25292 -1.1342
C 1.42688 0.00300 -0.16838 0.4254
C -0.78657 0.12408 -0.78365 0.8095
O 2.54508 0.67826 0.08012 -0.4552
N -1.18476 -0.82011 -1.53847 -0.7332
O 0.61288 0.53875 -1.04610 -0.4201
H 2.54069 1.51324 -0.41689 0.3593
H -2.19517 -0.92756 -1.48091 0.2656
H 0.91136 -2.05741 -0.24695 0.2464
H 2.11025 -1.63538 1.02368 0.2981
H -0.82124 -1.29799 1.32778 0.3711
H 0.34415 -0.18683 2.15260 0.2904
H -2.41558 0.94309 0.29881 0.3444
H -0.94462 1.90423 0.42538 0.3210
H -1.89207 1.92515 -1.08841 0.3537
```

## Properties
Strongest force on any atom (eV Å⁻¹): 1.12
Relative energy (zero: lowest compared OMol25 entry of this formula, charge and spin) (kJ/mol): 411.1
Molecular weight (g mol⁻¹): 115.13
Charge: 0

No. 7
DFT (the ωB97M-V functional and the def2-TZVPD basis) results for one molecule with the formula C16H22NO6PS2.

XYZ file:
```
48
Properties=species:S:1:pos:R:3:mulliken_charge:R:1
O -2.08917 -2.40769 6.14255 -0.7689
O -2.85394 2.19156 3.62378 -0.6995
O -1.25940 0.74131 4.92281 -0.7435
O 5.11226 2.14382 -4.63470 -0.3948
O -2.04770 -3.77506 4.07529 -0.4987
O -0.40613 -1.96513 4.61122 -0.4934
S 3.84541 1.86379 -0.78498 -0.3069
C 1.76967 2.55023 -2.01433 -0.5615
C 2.78118 2.38933 -3.01136 -0.3672
C 2.14593 2.26293 -0.78062 0.1735
C 4.01803 2.09509 -2.47645 0.2395
C 1.61031 1.43129 1.51601 -0.8494
C -0.03059 2.72514 0.34744 -0.7101
C 0.72762 1.21225 2.54060 -0.0504
C -0.92753 2.45514 1.33766 -0.8689
C 1.26609 2.17366 0.39000 1.2295
C -0.52717 1.68667 2.50808 -0.2099
N -2.38075 -0.16874 2.95033 -0.1397
C 4.98343 0.80975 -5.14764 -0.6833
C 5.34226 2.13617 -3.20459 -0.5921
C -5.05718 -2.71233 3.42738 -1.7814
C -3.54989 -2.48858 1.41370 -1.4844
C -4.06996 -1.82790 2.65942 0.8810
C -3.09673 -1.22957 3.69598 -0.5883
P -1.89208 -2.31409 4.66960 0.9817
S -1.82889 1.21778 3.61922 1.2939
H -1.32774 -4.29461 4.35157 0.3138
H -0.46404 -1.16382 5.16951 0.3382
H 0.74765 2.85913 -2.36671 0.1967
H 2.57414 2.62310 -4.02856 0.4643
H 2.46638 0.90994 1.40899 0.5048
H -0.37895 3.28758 -0.50279 0.3138
H 0.82380 0.43801 3.27540 0.4010
H -1.94603 2.85666 1.31758 0.4200
H -1.57524 -0.61803 2.55776 0.3269
H 4.67150 0.07122 -4.38078 0.3388
H 5.99702 0.52008 -5.64008 0.2166
H 4.23983 0.93768 -5.86385 0.2783
H 5.77560 3.06869 -2.97115 0.3672
H 5.94474 1.24529 -2.86385 0.3757
H -5.91930 -2.82311 2.76928 0.4335
H -5.38241 -2.22936 4.41844 0.3672
H -4.66786 -3.58106 3.73319 0.4841
H -4.15353 -2.20819 0.58701 0.4025
H -3.45394 -3.58425 1.41227 0.3320
H -2.48338 -2.19565 1.26389 0.2878
H -4.71632 -0.95772 2.37816 0.4271
H -3.74483 -0.92854 4.60536 0.4031
```

## Properties
Strongest force on any atom (eV Å⁻¹): 5.14
Total energy (eV): -61682.247
Molecular weight (g mol⁻¹): 419.46
SMILES: COCc1ccc(-c2ccc(S(=O)(=O)N[C@@H](C(C)C)P(=O)(O)O)cc2)s1
Charge: 0

No. 8
DFT (the ωB97M-V functional and the def2-TZVPD basis) results for a 2-piece molecular cluster, H8SSi3 overall.

XYZ file:
```
12
Properties=species:S:1:pos:R:3:mulliken_charge:R:1
Si -1.76053 0.63983 0.39463 0.4102
Si 2.60999 0.76760 -0.05458 0.3703
Si -1.02696 -1.43005 -0.39156 0.2193
S 0.88442 -1.85352 0.34663 -0.4258
H -3.01171 0.82051 -0.31867 -0.1366
H -1.79012 0.51939 1.92630 -0.0817
H -1.07758 1.79282 0.15167 -0.1909
H 1.58680 1.80201 -0.60748 -0.0166
H 3.50797 0.05236 -1.08968 0.0193
H 3.01721 0.96876 1.33052 0.0026
H -1.91570 -2.52496 0.28566 -0.0907
H -1.02378 -1.55475 -1.97345 -0.0794
```

## Properties
Strongest force on any atom (eV Å⁻¹): 3.21
Relative energy (zero: lowest compared OMol25 entry of this formula, charge and spin) (kJ/mol): 207.1
Molecular weight (g mol⁻¹): 124.39
Charge: 0